(1)
DFT (ωB97M-V/def2-TZVPD) results for C36H45Cl66FN3O3 as an isolated structure at a distorted geometry.

Summary:
E: -32260.7337 a.u.
HOMO energy: -11.94 eV
Total charge: +1
Energy relative to the best compared isomer or geometry (same formula, charge and spin): 0.0 kcal/mol
LUMO: -2.99 eV
Maximum force: 8.71 eV Å⁻¹

```
154
Properties=species:S:1:pos:R:3:forces:R:3
Cl -3.322 3.552 8.112 -0.07 0.05 0.04
Cl -4.474 6.892 -5.192 -0.07 0.09 0.02
Cl 4.222 -4.957 4.537 -0.14 0.23 -0.20
Cl -0.735 -3.300 4.633 -0.13 0.18 0.06
Cl -3.871 0.264 6.271 -0.02 -0.01 -0.05
Cl 1.869 2.271 6.275 0.12 0.04 0.05
Cl 8.623 -3.874 -2.031 0.21 0.09 0.02
Cl -0.728 -8.387 5.995 -0.07 -0.13 0.31
Cl 4.474 -9.314 7.886 0.01 0.04 0.01
Cl -2.671 0.564 3.649 -0.02 -0.03 0.01
Cl 4.118 1.944 -3.582 0.10 0.21 -0.07
Cl 3.559 3.988 -5.589 0.21 -0.30 0.34
Cl 5.610 -7.071 6.433 0.03 -0.14 0.17
Cl 9.473 -6.595 -1.487 0.00 -0.02 -0.03
Cl -0.947 6.933 -7.373 -0.07 -0.01 0.01
Cl -2.374 -8.959 0.903 0.01 0.07 -0.01
Cl -6.794 3.758 0.380 0.14 -0.17 0.09
Cl -4.969 -7.295 8.480 0.06 0.01 -0.04
Cl 2.728 5.765 -7.787 -0.01 0.22 -0.25
Cl -6.624 -5.157 7.413 0.05 0.00 -0.03
Cl 1.663 6.638 -0.686 0.02 0.00 0.00
Cl -3.444 -9.155 3.594 0.03 0.07 -0.02
Cl 0.441 7.629 -4.932 0.04 -0.07 0.02
Cl 3.081 12.031 -5.787 0.00 -0.06 0.02
Cl 11.158 -4.365 -0.699 -0.01 -0.03 -0.05
Cl 0.915 11.644 -3.891 0.04 0.05 -0.07
Cl -3.628 4.060 -1.554 -1.31 2.29 -0.98
Cl 2.440 0.137 8.161 0.02 0.03 0.00
Cl -1.719 9.321 -5.905 0.09 -0.05 -0.01
Cl 2.712 -7.403 6.606 0.02 0.01 0.04
Cl 0.453 2.150 8.811 0.10 0.03 0.03
Cl -2.719 2.105 10.556 0.00 -0.02 -0.04
Cl -3.143 7.980 -2.842 0.02 -0.09 -0.02
Cl 0.873 -4.172 -4.580 0.05 0.04 0.02
Cl 0.426 -1.367 -5.263 0.08 -0.42 -0.44
Cl -1.045 -7.596 3.094 0.08 0.07 -0.44
Cl 0.259 8.960 -1.726 0.04 -0.04 0.14
Cl -5.704 6.650 -2.569 -0.08 0.15 -0.09
Cl -2.586 -10.123 7.385 -0.01 -0.01 -0.01
Cl -1.346 -4.859 7.006 -0.03 0.03 -0.03
Cl -3.302 -4.629 4.868 0.02 -0.05 -0.07
Cl -3.973 3.499 -4.387 -0.08 0.01 0.03
Cl -1.372 1.719 5.970 -0.12 -0.12 -0.22
Cl 2.237 -7.994 -7.562 0.02 0.03 -0.02
Cl 4.993 -7.785 -4.479 0.06 -0.13 0.17
Cl 2.540 8.576 -8.447 0.06 0.02 -0.03
Cl 3.553 10.562 -3.326 0.02 -0.04 0.00
Cl 3.719 -5.651 -6.717 -0.09 0.19 -0.15
Cl 2.102 9.256 0.496 0.03 -0.03 -0.05
Cl 1.300 6.593 -10.164 0.08 0.00 -0.10
Cl -0.933 -3.455 -6.736 -0.04 0.15 0.13
Cl -5.403 10.271 -1.764 -0.18 0.25 0.09
Cl -4.582 -4.564 9.392 0.03 0.00 -0.04
Cl -5.943 1.115 1.317 -0.13 0.22 0.08
Cl 3.445 -3.500 2.139 -0.02 0.07 -0.04
Cl 7.605 -6.637 -4.996 0.01 0.00 0.03
Cl -3.281 10.854 0.127 -0.01 -0.06 -0.02
Cl 1.200 -5.349 -8.142 0.15 -0.14 -0.11
Cl -1.492 4.691 -3.430 0.13 0.28 0.05
Cl 2.198 4.102 -3.047 0.13 -0.04 0.02
Cl -4.650 3.502 2.334 0.00 0.06 -0.09
Cl 5.844 -5.392 -3.061 -0.25 -0.11 -0.03
Cl -5.442 2.954 10.007 0.03 -0.03 -0.03
Cl -6.059 11.131 0.930 0.02 -0.05 -0.03
Cl 1.605 -5.380 3.378 0.05 -0.12 -0.17
Cl 0.146 -9.861 8.343 -0.04 0.04 -0.01
F -1.746 -5.225 1.041 -0.03 -0.37 0.00
O -0.158 1.659 -3.136 -0.43 -0.26 0.57
O -2.565 2.030 -1.759 0.24 -7.05 5.11
O -2.395 -0.757 1.076 0.03 -0.47 0.65
N 1.519 0.729 -1.886 -0.11 -0.83 0.00
N -0.172 -1.528 -1.088 0.77 -0.67 -0.76
N -1.347 0.435 -0.568 -0.01 -0.13 -0.19
C 4.256 -7.625 7.432 0.00 -0.09 -0.04
C 0.266 0.448 -2.571 1.16 0.52 -0.92
C -4.701 7.659 -3.615 0.11 -0.22 0.03
C 1.754 8.380 -0.993 -0.17 0.07 0.12
C -5.027 -5.590 8.027 -0.05 0.00 0.09
C -3.767 -0.519 -0.860 -0.17 0.98 -0.27
C 2.514 -0.240 0.224 0.06 0.51 -0.48
C -3.926 2.393 9.301 -0.04 0.07 0.11
C -2.519 -0.317 -0.018 -0.11 -0.67 -0.44
C 3.696 3.653 -3.869 -0.20 0.01 -0.12
C -1.617 2.735 0.311 -0.70 -0.76 -0.29
C 2.133 -0.470 -1.284 0.09 0.03 0.78
C -4.919 10.229 -0.065 0.06 0.05 0.05
C 3.965 -0.003 0.354 -1.27 -0.60 -0.15
C -2.602 -8.126 2.442 -0.13 -0.09 0.06
C -5.439 2.772 0.932 -0.16 0.02 0.07
C -0.920 -2.755 -1.511 -0.05 -1.36 0.80
C 1.978 1.830 7.985 -0.10 -0.06 0.04
C 2.661 -6.329 -7.953 0.04 -0.10 0.03
C -1.208 -9.041 7.566 0.10 0.00 0.11
C 0.546 -3.028 -5.888 -0.24 -0.01 -0.10
C 1.270 -1.737 -1.440 1.30 0.32 -0.43
C -1.581 -4.714 5.265 0.04 0.03 0.09
C 2.891 -4.207 3.669 0.07 -0.11 0.18
C -1.853 -4.773 -0.260 0.22 0.36 -0.02
C -2.918 1.322 5.225 0.11 0.04 0.11
C 10.008 -4.961 -1.894 -0.02 0.05 0.10
C 2.373 10.948 -4.590 -0.11 0.07 -0.07
C 6.360 -6.921 -3.778 0.04 0.00 -0.09
C -2.818 3.582 -3.053 0.23 1.74 -2.80
C -1.111 7.670 -5.781 0.01 0.07 -0.14
C -1.895 1.733 -0.809 1.33 1.65 1.37
C -0.761 -0.264 -1.694 -1.22 -0.28 -0.09
C -0.594 -3.937 -0.562 -0.42 0.10 -0.10
C 2.665 6.943 -9.104 -0.27 0.09 0.09
C 5.155 -0.009 0.314 0.91 -0.23 0.12
H 1.362 -2.122 -2.461 -0.48 0.19 0.03
H -3.472 2.241 5.077 -0.03 -0.03 0.02
H 2.100 10.025 -5.088 0.01 0.00 0.02
H -1.824 7.090 -5.209 0.06 0.01 0.04
H 4.243 -7.031 8.336 0.01 0.01 -0.02
H 3.080 -0.685 -1.793 -0.24 -0.12 -0.03
H -4.103 -1.556 -0.894 0.22 0.04 0.24
H -1.959 -5.621 -0.942 -0.01 0.02 0.20
H 2.489 -3.409 4.281 -0.03 0.01 -0.05
H -2.113 3.667 0.064 0.55 0.01 0.15
H 1.374 -3.072 -6.586 0.02 0.00 0.04
H -2.371 2.538 -2.895 -0.41 3.07 -2.91
H 0.433 -0.189 -3.462 -0.30 0.13 0.94
H -4.927 9.196 0.259 0.00 0.00 -0.03
H 2.746 2.441 8.441 0.00 -0.01 -0.03
H -1.171 -5.596 4.790 -0.01 0.00 0.02
H 2.163 1.057 -2.608 -0.27 0.25 0.29
H 4.492 4.263 -3.460 0.03 -0.08 0.02
H -2.136 2.345 1.201 0.48 -0.03 0.11
H -3.673 -0.112 -1.872 0.09 -0.23 0.13
H 3.578 6.878 -9.681 -0.01 -0.04 0.03
H -1.562 -0.625 -2.359 0.32 0.06 -0.14
H -4.115 1.458 8.791 0.02 0.02 -0.01
H 0.194 -4.568 -0.984 -0.07 0.09 0.11
H -4.722 2.731 0.118 -0.09 -0.08 0.14
H -4.307 -5.428 7.237 0.00 0.00 0.02
H -2.763 -4.161 -0.293 0.14 -0.03 -0.11
H -0.239 -3.584 0.417 -0.07 0.07 -0.13
H -5.207 8.601 -3.771 0.01 0.00 0.00
H 1.969 0.631 0.598 -0.12 -0.20 0.01
H 10.505 -4.996 -2.855 -0.03 -0.01 0.00
H -0.547 2.846 0.495 -0.10 -0.13 0.09
H 6.213 -0.145 0.329 -0.08 0.31 0.00
H 2.213 -1.132 0.784 0.27 0.21 0.29
H 3.196 -6.326 -8.894 -0.03 0.01 0.00
H 0.150 2.344 -2.521 0.00 0.24 -0.23
H 1.706 -2.512 -0.802 -0.40 0.06 0.07
H 6.787 -7.534 -2.994 0.01 0.04 0.01
H -3.206 -7.245 2.265 0.06 0.02 0.00
H -1.513 -8.214 8.197 0.00 0.00 -0.02
H -0.625 -3.054 -2.518 -0.09 0.60 -0.09
H -1.997 -2.580 -1.478 0.19 0.37 -0.04
H 2.564 8.559 -1.689 -0.02 -0.02 -0.01
H -0.184 -1.478 -0.063 -0.44 0.40 -0.06
H -4.579 0.075 -0.389 0.47 -0.46 -0.14
```
Positions in Å, forces in eV/Å.

Mulliken population analysis, charges in e, atoms 1 to 8: number 1, Cl, carries -0.120; number 2, Cl, carries -0.084; number 3, Cl, carries -0.053; number 4, Cl, carries -0.051; number 5, Cl, carries -0.140; number 6, Cl, carries -0.116; number 7, Cl, carries -0.085; number 8, Cl, carries 0.037

***

(2)
DFT (ωB97M-V/def2-TZVPD) results for a 9-piece molecular cluster, C32H64NO18S6 overall at a distorted geometry.

Summary:
E: -5055.2033 a.u.
HOMO energy: -11.56 eV
Total charge: +1
Energy relative to the best compared isomer or geometry (same formula, charge and spin): 60.9 kcal/mol
LUMO: -1.62 eV
Maximum force: 9.91 eV Å⁻¹

```
121
Properties=species:S:1:pos:R:3:forces:R:3
S -1.538 2.698 2.257 0.11 3.30 -2.87
S 2.370 0.492 3.009 -0.06 1.20 -2.29
S 2.689 0.691 -1.867 0.73 -2.56 -2.37
S -1.831 -1.287 4.537 -2.77 2.48 -1.51
S -2.259 1.823 -2.866 1.08 -2.02 1.42
S -0.888 -3.010 -4.135 -2.58 0.32 4.48
O -2.176 -3.101 -4.679 -2.73 -0.13 -1.78
O -3.517 -1.153 -1.789 1.11 -0.36 -0.67
O 3.914 0.451 -1.201 1.67 -0.85 1.48
O -4.093 -0.787 0.249 4.15 2.53 2.40
O -1.242 -1.336 3.265 1.58 -1.64 -2.83
O 0.953 -3.014 0.535 0.71 -0.52 -0.51
O 1.527 -0.106 -1.662 -0.52 -1.19 0.48
O 2.941 -3.476 1.420 0.36 0.91 3.02
O -5.579 -1.126 -1.192 -4.57 -1.01 -2.78
O 2.798 -3.581 -0.635 -0.56 -1.26 -5.39
O -0.642 3.045 3.257 1.79 1.20 3.78
O -1.097 1.244 -2.200 -0.49 0.19 -0.07
O -3.252 -1.539 4.611 0.17 -0.78 0.67
O -3.471 2.008 -2.157 -1.46 0.16 1.07
O -0.854 -2.571 -2.746 0.98 0.33 -0.76
O -1.677 1.362 1.924 -1.18 -4.64 -0.71
O 1.693 -0.408 3.874 -0.85 -1.33 0.58
O 1.702 0.963 1.759 1.08 -0.73 2.08
N -0.893 -0.927 0.113 2.34 5.93 -0.55
C 4.382 1.548 4.386 -0.82 1.87 -2.49
C -0.918 -2.016 5.802 1.58 -5.12 0.87
C 0.091 -2.112 -5.129 6.07 1.86 7.62
C 2.104 -3.353 0.430 -0.86 0.96 0.86
C 5.030 0.769 3.260 2.52 -0.31 -0.86
C -0.249 -0.900 6.507 -1.99 -0.21 5.65
C -0.124 -4.536 -4.163 1.88 0.82 0.95
C -5.202 -0.835 0.991 -5.03 4.03 1.39
C -1.583 0.381 5.010 -0.16 2.83 1.00
C 4.202 -3.788 -0.477 0.05 0.32 -0.64
C -1.341 0.192 6.517 6.96 2.88 -3.99
C 3.081 0.739 -3.643 6.20 0.65 1.65
C -1.083 2.919 -4.761 -1.28 2.45 -1.99
C -2.135 4.339 0.291 -2.98 1.00 -0.13
C -1.002 3.436 0.748 0.23 3.77 -0.63
C 3.364 2.986 -2.827 -3.74 0.71 1.89
C -5.385 0.395 1.972 1.46 -1.16 0.43
C -2.538 0.914 -4.371 4.89 -0.27 -1.46
C 1.336 -4.045 -4.159 4.33 -3.73 1.95
C 4.227 -3.858 1.001 1.60 -2.84 2.88
C 4.039 -0.118 2.616 -1.60 -2.29 -2.49
C -1.720 3.365 -3.459 -0.17 3.47 0.67
C -6.356 -0.982 -0.078 -1.04 0.33 3.02
C 1.575 -2.825 -4.999 -3.72 0.85 -2.61
C -4.346 -1.061 -0.932 3.17 0.12 -5.39
C 2.302 2.255 -1.775 0.78 3.48 -3.02
C 2.908 1.809 4.061 -0.33 1.39 0.21
C -3.154 3.432 2.291 -1.41 0.00 2.41
C -3.526 3.769 0.874 2.98 -1.54 -1.30
C 3.199 2.184 -4.132 2.49 1.79 -2.61
C -2.126 2.015 -5.427 0.07 -0.90 1.66
C 4.381 -5.320 1.674 -0.70 -0.08 -2.72
H -1.044 1.186 6.817 0.29 0.00 0.96
H 4.936 2.444 4.567 0.08 0.77 0.15
H -2.074 5.358 0.758 0.46 -0.72 -0.62
H 4.016 -0.241 1.458 0.41 0.64 1.90
H 2.153 -2.091 -4.542 1.50 0.79 0.64
H 2.189 2.503 -0.783 0.13 1.22 2.28
H 5.670 1.233 2.484 -0.87 0.78 0.42
H -7.313 -1.568 0.038 1.93 -1.38 -0.09
H 2.362 0.267 -4.067 -4.76 -3.22 -2.99
H -2.418 1.151 4.871 0.41 -1.82 -0.11
H -6.940 -0.105 -0.011 0.19 2.27 -0.83
H -0.627 3.717 -5.399 -1.22 -0.05 0.33
H -0.746 0.944 4.542 -0.15 -1.28 0.01
H -0.297 -1.419 7.592 1.15 1.77 -1.85
H 3.444 -5.912 1.598 0.22 0.89 0.52
H 4.782 -4.562 -1.052 -1.72 -0.25 0.62
H 2.061 -5.015 -4.335 -1.65 2.36 -0.46
H 4.293 2.965 -2.325 1.32 -0.31 -0.04
H -1.583 -2.663 6.547 0.89 1.81 -1.74
H 4.884 -5.450 2.573 -0.06 1.00 2.57
H -0.864 2.631 0.134 0.29 -2.07 -1.90
H 4.076 0.055 -3.773 -2.27 1.87 0.30
H -4.341 4.400 0.680 -0.99 1.17 0.37
H -3.124 4.447 2.785 0.13 -1.37 0.30
H -2.331 4.451 -0.814 0.76 -0.10 1.11
H 5.808 0.187 3.780 -0.30 -0.27 -0.34
H 5.046 -6.026 1.217 0.71 0.05 -1.78
H -4.614 0.274 2.813 -1.08 0.21 -1.13
H -0.129 -2.005 -6.021 -2.77 0.08 -8.53
H 4.069 -1.163 2.986 -0.22 0.58 0.06
H -0.095 -0.609 0.709 0.13 -0.92 -0.90
H -5.161 1.321 1.435 -0.14 -0.11 -0.04
H -0.424 -5.022 -3.214 0.07 -0.16 -0.96
H 2.435 2.608 -4.961 1.00 -1.23 2.56
H -0.105 4.109 0.627 -0.43 -1.12 1.24
H -1.893 -0.050 -4.519 -0.88 1.92 1.07
H -1.374 -1.507 0.660 -3.14 -2.62 3.06
H 4.974 -3.170 1.398 -0.14 -0.06 0.28
H -0.989 3.971 -2.564 -2.34 -2.08 -2.89
H -0.130 -2.841 5.495 -1.70 1.77 -0.25
H -6.384 0.467 2.439 0.42 -0.30 -0.43
H -3.693 2.904 0.257 -0.30 -0.78 -0.04
H -3.472 0.628 -4.632 -3.26 -0.75 0.27
H -2.738 3.991 -3.702 2.67 -1.26 0.73
H -1.860 1.569 -6.336 0.93 -0.65 -1.25
H -3.738 2.609 2.898 0.61 1.94 -1.20
H -2.214 -0.019 6.808 -6.43 -2.18 3.48
H 2.135 1.962 4.858 0.97 -0.55 -0.41
H -0.411 -4.937 -5.112 -0.06 -1.04 -0.32
H 1.695 -2.837 -6.104 1.18 -0.98 0.87
H 0.207 -1.049 -4.794 -0.39 -0.94 0.43
H 4.204 2.369 -4.810 -2.21 -0.75 1.86
H -4.944 -1.646 1.448 -0.39 -5.10 4.18
H -0.699 -1.406 -0.729 0.94 -0.39 -1.60
H 4.645 -2.912 -0.903 0.36 1.02 0.25
H -3.086 2.395 -5.615 -0.99 1.83 -0.41
H -0.232 2.372 -4.654 2.38 -2.07 1.14
H 2.848 2.720 3.476 0.03 0.20 -0.29
H 4.593 0.926 5.141 -0.26 -1.95 3.53
H 1.350 2.224 -2.240 -1.30 0.64 -0.45
H 0.719 -0.464 6.299 0.09 -0.63 -0.64
H 3.005 4.035 -2.781 0.44 -0.49 -0.73
H 1.849 -3.797 -3.136 -2.03 -0.31 -1.27
H -1.328 0.035 -0.050 -0.18 -1.99 -0.11
```
Positions in Å, forces in eV/Å.

Mulliken population analysis, charges in e, atoms 1 to 8: number 1, S, carries 1.054; number 2, S, carries 1.157; number 3, S, carries 1.171; number 4, S, carries 0.846; number 5, S, carries 0.975; number 6, S, carries 1.156; number 7, O, carries -0.837; number 8, O, carries -0.486